Record 1
A single C5H7FO2 molecule in a non-equilibrium geometry, computed with ωB97M-V with the def2-TZVPD basis set.

Each line ends with the Mulliken charge.
Atoms and positions in Å:
O: 1.9444 0.5405 0.9737  -0.600
C: 0.6171 0.4619 0.6431  0.245
C: 0.1071 1.3701 -0.6617  -0.552
O: -0.9018 0.4928 -1.3048  -0.418
C: -0.6247 -0.8714 -1.2502  -0.421
C: -0.1534 -0.8397 0.2755  0.465
F: 0.5348 -1.9195 0.8569  -0.385
C: -0.6737 0.2028 1.3478  -0.503
H: 2.0033 -0.6297 1.0646  0.443
H: -0.3663 2.2957 -0.5470  0.293
H: 0.9370 1.3670 -1.3465  0.346
H: 0.3339 -1.3426 -1.8272  0.211
H: -1.4630 -1.5415 -1.5164  0.336
H: -1.6148 0.6055 0.8408  0.271
H: -0.6799 -0.1919 2.4514  0.269

Atoms 1-3, force components in eV/Å:
-0.70 -6.02 0.92
-3.61 2.30 -4.58
1.35 -4.61 0.18

SMILES   O[C@@]12COC[C@]1(F)C2
Energy above the lowest of the compared OMol25 structures with the same formula, charge and spin   78.8 kcal/mol
Multiplicity   1
Kohn-Sham gap   10.3 eV

---

Record 2
3 unconnected molecules or ions with the total composition CH7O2S in a non-equilibrium geometry, computed with ωB97M-V with the def2-TZVPD basis set.

Each line ends with the Mulliken charge.
Atoms and positions in Å:
C: 0.1294 -0.6626 2.0697  -0.791
S: -0.0019 -1.4771 0.4469  -0.679
H: 1.1557 -0.3967 2.3328  0.223
H: -0.4647 0.2558 2.0622  0.167
H: -0.2676 -1.2895 2.8691  0.245
H: 0.2797 0.3175 -2.6130  0.342
H: -1.0973 -0.1550 -2.6760  0.327
O: -0.3527 -0.0175 -3.2852  -0.672
H: 0.3545 0.3608 -0.4858  0.212
H: -0.0616 1.7312 0.0315  0.282
O: 0.3266 1.3333 -0.7522  -0.656

Atoms 1-3, force components in eV/Å:
-0.17 0.14 -0.08
0.10 -0.25 -0.09
0.05 -0.01 -0.04

Energy above the lowest of the compared OMol25 structures with the same formula, charge and spin   5.6 kcal/mol
Total charge   -1
Multiplicity   1
Kohn-Sham gap   7.0 eV

---

Record 3
A single C16H22O7 molecule in a non-equilibrium geometry, computed with ωB97M-V with the def2-TZVPD basis set.

Each line ends with the Mulliken charge.
Atoms and positions in Å:
O: 1.4548 3.5904 1.8778  -0.547
C: 0.8165 3.0449 2.7521  0.290
O: -0.1871 3.6635 3.4937  -0.465
C: 1.2047 1.6309 3.1042  -0.208
C: 0.0805 0.6013 2.9461  -0.576
C: 0.2777 -0.6269 2.3331  -0.265
C: 1.5401 -1.2068 1.8135  -1.354
C: 1.6448 -0.7853 0.3200  0.281
C: 2.9657 -1.2378 -0.3147  -0.440
O: 4.0807 -1.1821 0.6148  -0.593
C: 2.7582 -2.6289 -0.8365  -0.731
C: 1.2596 -2.6551 -1.0524  -0.308
O: 0.7292 -3.6274 -1.5810  -0.613
C: 0.5318 -1.4281 -0.5462  0.440
C: 0.0668 -0.5661 -1.6952  -1.124
C: -0.5014 0.8029 -1.2312  -0.217
C: -1.4644 1.3501 -2.2626  0.352
O: -1.1928 1.3200 -3.4665  -0.622
C: -2.8190 1.8598 -1.7971  -0.882
C: -3.9680 0.8127 -2.0865  -0.563
C: -3.7737 -0.5149 -1.4266  0.556
O: -3.3199 -0.5602 -0.2767  -0.564
O: -4.1681 -1.6294 -2.1146  -0.470
H: -0.2552 4.5505 3.1211  0.356
H: 1.4929 1.6359 4.1584  0.384
H: 2.0666 1.3122 2.5307  0.232
H: -0.9527 0.9107 3.1762  0.446
H: -0.6348 -1.2386 2.2476  0.436
H: 1.4904 -2.3213 1.8955  0.409
H: 2.3805 -0.8478 2.4017  0.402
H: 1.6651 0.2983 0.2609  0.644
H: 3.1518 -0.5518 -1.1557  0.422
H: 4.9370 -1.1124 0.1328  0.360
H: 3.1247 -3.3397 -0.1013  0.311
H: 3.2580 -2.7662 -1.7887  0.340
H: -0.3358 -1.6963 0.0429  0.749
H: -0.6928 -1.1716 -2.2381  0.417
H: 0.8413 -0.3403 -2.4180  0.165
H: 0.3140 1.5525 -1.0732  0.427
H: -1.0228 0.6534 -0.2644  0.240
H: -3.0123 2.8078 -2.2633  0.495
H: -2.7895 2.0834 -0.7588  0.316
H: -4.0623 0.7041 -3.1678  0.340
H: -4.9559 1.2268 -1.7818  0.368
H: -4.0248 -2.3771 -1.5238  0.361

Atoms 1-3, force components in eV/Å:
-1.13 0.54 0.60
0.78 0.29 -0.53
1.33 -1.26 -0.97

SMILES   O=C(O)C/C=C\C[C@H]1[C@@H](O)CC(=O)[C@@H]1CCC(=O)CCC(=O)O
Energy above the lowest of the compared OMol25 structures with the same formula, charge and spin   2.5 kcal/mol
Multiplicity   1
Kohn-Sham gap   9.7 eV

---

Record 4
3 unconnected molecules or ions with the total composition C5H14N2O in a non-equilibrium geometry, computed with ωB97M-V with the def2-TZVPD basis set.

Each line ends with the Mulliken charge.
Atoms and positions in Å:
C: 0.5541 -0.2314 0.4031  1.108
C: -0.5877 0.3855 -0.1807  -0.252
C: 0.8544 -1.6939 0.2382  -1.559
C: -1.7152 -0.3140 -0.8860  -1.341
C: -1.0525 -0.2244 1.8284  -1.368
N: 0.3988 1.1691 -1.9160  -0.657
N: 1.5779 0.5477 0.8075  -0.387
O: 1.3398 2.1718 -1.3278  -0.480
H: 0.9992 3.0065 -1.6635  0.309
H: 1.0658 0.5051 -2.3221  0.195
H: -0.7098 1.4395 0.0187  0.488
H: 1.5840 1.5018 0.4301  0.299
H: 2.4904 0.1303 0.8977  0.210
H: 1.3894 -1.8299 -0.7050  0.363
H: -0.0427 -2.3048 0.2233  0.360
H: 1.4939 -2.0439 1.0499  0.464
H: -2.6583 -0.1627 -0.3587  0.326
H: -1.5513 -1.3862 -0.9855  0.233
H: -1.8048 0.1122 -1.8839  0.483
H: -1.7552 0.5981 1.9306  0.398
H: -0.3236 -0.1867 2.6326  0.469
H: -1.5467 -1.1896 1.7688  0.341

Atoms 1-3, force components in eV/Å:
-1.23 -0.24 0.87
0.96 0.58 -1.56
-0.08 0.14 0.05

Energy above the lowest of the compared OMol25 structures with the same formula, charge and spin   156.0 kcal/mol
Multiplicity   1
Kohn-Sham gap   7.4 eV

---

Record 5
2 unconnected molecules or ions with the total composition C5H12Cl in a non-equilibrium geometry, computed with ωB97M-V with the def2-TZVPD basis set.

Each line ends with the Löwdin spin population.
Atoms and positions in Å:
Cl: 1.6252 0.4449 1.3895  0.011
H: 0.6410 -0.0859 2.0260  0.007
C: -0.8259 -1.5080 3.6314  0.731
H: 0.1998 -1.9381 3.6515  0.040
H: -0.8443 -0.3918 3.9201  0.041
C: -1.6822 -1.7865 2.3965  0.113
C: -2.9305 -0.8770 2.3501  0.003
C: -3.5755 -0.6923 0.9535  0.000
C: -4.8527 0.1553 0.9813  0.000
H: -1.2135 -1.7926 1.3508  0.027
H: -1.9476 -2.8539 2.7219  0.026
H: -3.6892 -1.2656 3.0570  0.001
H: -2.6775 0.1331 2.7455  0.000
H: -2.8793 -0.2571 0.2446  0.001
H: -3.8257 -1.6965 0.5877  0.000
H: -5.2569 0.2472 -0.0114  0.000
H: -5.5559 -0.3499 1.6394  0.000
H: -4.6909 1.1841 1.3621  0.000

Atoms 1-3, force components in eV/Å:
-0.12 -0.06 0.05
0.08 0.03 -0.02
1.26 2.81 -1.79

Energy above the lowest of the compared OMol25 structures with the same formula, charge and spin   18.3 kcal/mol
Expectation value of S²   0.7535
Multiplicity   2
Kohn-Sham gap (alpha / beta)   10.1 / 10.9 eV

---

Record 6
A molecular structure, C27H37NO8P4W, computed with ωB97M-V with the def2-TZVPD basis set.

Each line ends with the Mulliken charge.
Atoms and positions in Å:
W: 0.9476 -0.2392 0.1179  3.238
N: 4.1625 -0.9973 -3.2868  -0.130
C: 3.7061 -1.5906 -1.9618  0.308
C: 4.6813 -2.6562 -1.4776  -1.698
P: 3.5089 -0.2279 -0.7509  0.448
O: 4.9052 0.4824 -0.8089  -0.613
O: 2.3503 0.6214 -1.2947  -0.667
O: 3.0804 -0.8371 0.5634  -0.724
P: 1.9573 -2.1992 -2.3266  1.126
O: 2.0294 -3.7663 -2.1913  -0.507
O: 1.6204 -1.6671 -3.6583  -0.904
O: 1.0648 -1.7629 -1.1230  -0.869
H: 4.7505 -0.1696 -3.1584  0.364
H: 3.3073 -0.7666 -3.8299  0.345
H: 4.6967 -1.6799 -3.8286  0.377
H: 5.6727 -2.2309 -1.3131  0.460
H: 4.7547 -3.4796 -2.1890  0.476
H: 4.3301 -3.0657 -0.5319  0.367
H: 4.9931 1.2515 -0.2153  0.439
H: 1.7782 -4.2592 -2.9860  0.393
O: 3.1707 2.4347 0.9511  -0.598
C: 1.9831 2.3471 0.8596  -0.202
O: 1.3547 1.1699 1.2327  -0.268
C: 1.0559 3.3618 0.3169  1.192
C: 1.5219 4.6726 0.3059  -0.547
C: 0.7456 5.6885 -0.2248  -0.839
C: -0.4899 5.3850 -0.7742  -0.746
C: -0.9518 4.0760 -0.7824  -0.935
C: -0.2050 3.0454 -0.2280  0.404
P: -0.9522 1.3591 -0.2673  1.256
C: -1.7816 1.1965 -1.8557  0.973
C: -1.0661 0.5879 -2.8908  -0.836
C: -1.6368 0.4669 -4.1469  -0.715
C: -2.9145 0.9554 -4.3763  -0.676
C: -3.6242 1.5722 -3.3539  -0.926
C: -3.0631 1.6947 -2.0925  -0.101
C: -2.2065 1.4352 1.0389  1.297
C: -1.8988 2.1213 2.2148  -1.152
C: -2.7796 2.1006 3.2855  -0.746
C: -3.9772 1.4043 3.1885  -0.715
C: -4.2932 0.7282 2.0172  -0.908
C: -3.4100 0.7351 0.9474  -0.731
H: 2.4981 4.8789 0.7242  0.532
H: 1.1079 6.7071 -0.2169  0.443
H: -1.1000 6.1671 -1.2062  0.489
H: -1.9083 3.8606 -1.2404  0.402
H: -0.0636 0.2171 -2.7180  0.227
H: -1.0821 -0.0140 -4.9417  0.497
H: -3.3615 0.8566 -5.3565  0.427
H: -4.6178 1.9576 -3.5390  0.454
H: -3.6188 2.1752 -1.2973  0.541
H: -0.9752 2.6806 2.2993  0.338
H: -2.5359 2.6400 4.1912  0.510
H: -4.6696 1.3982 4.0198  0.434
H: -5.2331 0.1990 1.9304  0.469
H: -3.6772 0.2151 0.0361  0.356
C: -2.7962 -3.4557 1.1377  -1.497
C: -1.8802 -2.4465 0.4464  0.106
P: -0.4430 -1.8952 1.4292  -0.089
C: -1.1180 -1.3007 3.0209  -0.021
C: -0.1355 -0.5162 3.8955  -1.107
C: 0.4863 -3.4308 1.7596  -0.405
C: 1.7314 -3.2465 2.6318  -1.304
H: -3.6537 -3.6698 0.5010  0.433
H: -3.1766 -3.0708 2.0840  0.333
H: -2.2885 -4.3996 1.3305  0.379
H: -2.4345 -1.5463 0.1786  -0.248
H: -1.4766 -2.8514 -0.4856  0.414
H: -1.4909 -2.1799 3.5511  0.672
H: -1.9877 -0.6867 2.7773  -0.086
H: 0.6656 -1.1459 4.2765  0.314
H: -0.6615 -0.0976 4.7526  0.429
H: 0.3151 0.3128 3.3511  0.024
H: 0.7532 -3.8311 0.7773  0.355
H: -0.1999 -4.1465 2.2152  0.529
H: 2.3518 -2.4202 2.2850  0.182
H: 2.3363 -4.1523 2.6152  0.413
H: 1.4614 -3.0609 3.6696  0.343

Atoms 1-3, force components in eV/Å:
-0.30 -0.25 0.49
-0.02 0.04 0.03
-0.09 0.02 0.09

Total charge   +2
Multiplicity   1
Kohn-Sham gap (alpha / beta)   7.5 / 7.5 eV

---

Please write out number 2 again, unchanged.
3 unconnected molecules or ions with the total composition CH7O2S in a non-equilibrium geometry, computed with ωB97M-V with the def2-TZVPD basis set.

Each line ends with the Mulliken charge.
Atoms and positions in Å:
C: 0.1294 -0.6626 2.0697  -0.791
S: -0.0019 -1.4771 0.4469  -0.679
H: 1.1557 -0.3967 2.3328  0.223
H: -0.4647 0.2558 2.0622  0.167
H: -0.2676 -1.2895 2.8691  0.245
H: 0.2797 0.3175 -2.6130  0.342
H: -1.0973 -0.1550 -2.6760  0.327
O: -0.3527 -0.0175 -3.2852  -0.672
H: 0.3545 0.3608 -0.4858  0.212
H: -0.0616 1.7312 0.0315  0.282
O: 0.3266 1.3333 -0.7522  -0.656

Atoms 1-3, force components in eV/Å:
-0.17 0.14 -0.08
0.10 -0.25 -0.09
0.05 -0.01 -0.04

Energy above the lowest of the compared OMol25 structures with the same formula, charge and spin   5.6 kcal/mol
Total charge   -1
Multiplicity   1
Kohn-Sham gap   7.0 eV

---

- What is the formula in the second record?
  CH7O2S